(1)
C20H40BiNOP3S | ωB97M-V/def2-TZVPD

Cartesian coordinates (Å):
Bi (0.769, 0.011, -0.415)
P (3.207, 0.760, -0.389)
P (-0.523, 2.524, -0.255)
P (0.758, -2.655, -0.598)
H (-2.436, 0.596, -2.873)
C (-2.535, -0.427, -2.473)
C (-3.232, -0.694, -1.366)
H (-3.768, 0.093, -0.818)
C (3.494, 1.015, -2.159)
C (3.479, 2.339, 0.453)
C (4.310, -0.544, 0.224)
C (-2.325, 2.763, -0.388)
C (-0.154, 3.599, 1.185)
C (0.056, 3.552, -1.648)
C (-0.770, -3.594, -0.874)
C (1.657, -3.609, 0.670)
C (1.672, -3.012, -2.120)
H (-1.998, -1.221, -3.022)
H (-3.310, -1.719, -0.978)
H (4.496, 1.376, -2.414)
H (2.763, 1.719, -2.577)
H (3.328, 0.053, -2.656)
H (4.525, 2.672, 0.450)
H (3.173, 2.238, 1.506)
H (2.879, 3.136, -0.020)
H (5.376, -0.276, 0.218)
H (4.196, -1.457, -0.385)
H (4.034, -0.778, 1.266)
H (-2.509, 3.810, -0.667)
H (-2.820, 2.586, 0.578)
H (-2.767, 2.118, -1.160)
H (-0.421, 4.634, 0.929)
H (0.908, 3.564, 1.469)
H (-0.777, 3.327, 2.050)
H (-0.421, 4.539, -1.575)
H (-0.235, 3.085, -2.598)
H (1.146, 3.679, -1.621)
H (-0.492, -4.584, -1.265)
H (-1.415, -3.085, -1.604)
H (-1.300, -3.726, 0.080)
H (1.697, -4.665, 0.352)
H (1.110, -3.566, 1.625)
H (2.681, -3.220, 0.800)
H (1.730, -4.099, -2.265)
H (2.685, -2.596, -2.105)
H (1.131, -2.567, -2.960)
C (3.120, -1.893, -5.362)
C (3.822, -1.489, -6.516)
C (3.267, -1.882, -7.739)
C (2.082, -2.633, -7.780)
C (1.546, -3.195, -6.598)
C (2.187, -2.922, -5.384)
O (3.190, -1.177, -4.200)
H (3.756, -0.369, -4.261)
H (4.760, -0.963, -6.405)
H (3.792, -1.619, -8.665)
H (1.592, -2.822, -8.722)
H (0.671, -3.838, -6.612)
H (1.940, -3.437, -4.471)
S (0.632, -0.746, 4.662)
C (-0.770, 0.207, 4.303)
C (-0.891, 0.407, 2.950)
N (0.145, -0.124, 2.178)
C (1.020, -0.769, 2.968)
H (-1.491, 0.559, 5.035)
H (-1.692, 0.941, 2.423)
H (1.889, -1.324, 2.593)

As for the total charge: +3. The value obtained for the HOMO-LUMO gap (spin up / spin down) is 0.124 / 0.124 Eh. For the molar mass, the calculation gives 644.515 g mol⁻¹. Its max |F| is 2.84 eV/Å. The energy relative to the best compared isomer or geometry (same formula, charge and spin) is 75.7 kJ/mol. The calculation puts the calculated total energy at -2551.85872 a.u.

Listed below, in e, are the natural (NBO) charges computed for each atom: 1.1404, 0.9924, 0.8798, 0.9191, 0.2034, -0.4140, -0.3794, 0.2110, -0.9915, -0.9649, -0.9617, -0.9313, -0.9415, -0.9406, -0.9332, -0.9493, -0.9729, 0.2022, 0.2098, 0.3096, 0.2736, 0.2814, 0.3079, 0.2726, 0.2712, 0.3083, 0.2720, 0.2631, 0.2756, 0.2616, 0.2605, 0.2729, 0.2404, 0.2612, 0.2841, 0.2630, 0.2362, 0.2838, 0.2668, 0.2731, 0.2842, 0.2607, 0.2453, 0.2915, 0.2610, 0.2774, 0.3126, -0.3065, -0.1616, -0.2245, -0.1736, -0.3044, -0.7398, 0.4830, 0.2291, 0.2442, 0.2401, 0.2314, 0.1926, 0.6234, -0.3886, -0.0643, -0.5349, -0.1683, 0.3014, 0.2382, 0.2333

---

(2)
C24H28CeN3O4 | ωB97M-V/def2-TZVPD

Cartesian coordinates (Å):
Ce (2.479, 0.359, -0.003)
C (2.022, 1.989, 2.557)
O (2.442, 0.665, 2.268)
C (3.868, 0.478, 2.336)
C (4.666, 1.140, 1.195)
O (4.577, 0.359, -0.003)
C (4.666, 1.139, -1.201)
C (3.868, 0.478, -2.342)
O (2.442, 0.665, -2.274)
C (2.022, 1.989, -2.562)
H (2.436, 2.332, 3.510)
H (0.931, 1.991, 2.633)
H (2.305, 2.671, 1.752)
H (4.037, -0.604, 2.315)
H (4.220, 0.852, 3.305)
H (5.725, 1.180, 1.470)
H (4.313, 2.161, 1.032)
H (5.725, 1.180, -1.476)
H (4.313, 2.161, -1.038)
H (4.038, -0.604, -2.321)
H (4.220, 0.852, -3.311)
H (2.436, 2.332, -3.515)
H (2.305, 2.671, -1.757)
H (0.931, 1.991, -2.638)
N (-5.042, -0.551, -0.469)
C (-6.344, -0.169, -0.274)
C (-7.562, -0.777, -0.585)
C (-8.721, -0.077, -0.227)
C (-8.651, 1.165, 0.410)
C (-7.414, 1.749, 0.710)
C (-6.244, 1.062, 0.358)
N (-4.930, 1.412, 0.537)
C (-4.208, 0.425, 0.031)
C (-2.742, 0.371, 0.003)
C (-2.030, -0.699, -0.546)
C (-0.644, -0.657, -0.524)
N (0.071, 0.359, -0.003)
C (-0.631, 1.384, 0.523)
C (-2.014, 1.433, 0.548)
H (-4.750, -1.408, -0.909)
H (-7.618, -1.740, -1.080)
H (-9.695, -0.509, -0.448)
H (-9.567, 1.687, 0.678)
H (-7.352, 2.713, 1.204)
H (-2.517, -1.560, -0.987)
H (-0.053, -1.469, -0.940)
H (-0.036, 2.193, 0.937)
H (-2.519, 2.289, 0.987)
O (2.479, 2.207, -0.003)
C (2.553, -4.921, 0.023)
C (3.675, -4.190, 0.415)
C (3.636, -2.796, 0.401)
C (2.479, -2.134, -0.003)
C (1.358, -2.864, -0.394)
C (1.394, -4.258, -0.381)
H (2.582, -6.008, 0.033)
H (4.578, -4.706, 0.730)
H (4.505, -2.219, 0.705)
H (0.461, -2.340, -0.708)
H (0.520, -4.828, -0.687)

Its spin multiplicity is 2. The value obtained for the HOMO-LUMO gap (spin up / spin down) is 0.144 / 0.257 Eh. For the molar mass, the calculation gives 562.621 g mol⁻¹. Its max |F| is 8.26 eV/Å. The energy relative to the best compared isomer or geometry (same formula, charge and spin) is 118.5 kJ/mol. The calculation puts the calculated total energy at -1871.45768 a.u.

Listed below, in e, are the Mulliken charges computed for each atom: 0.5578, -0.8064, -0.2246, -0.5784, -0.3967, -0.3863, -0.4007, -0.7070, -0.2323, -0.7420, 0.3881, 0.2769, 0.4066, 0.2338, 0.5781, 0.5843, 0.4071, 0.5571, 0.3782, 0.3141, 0.5771, 0.3740, 0.3302, 0.2479, 0.0041, 0.7118, -0.8936, -0.3980, -0.4951, -0.6685, 0.3201, -0.7262, 0.1474, 0.8478, -1.1434, -0.2936, 0.1408, -0.6261, -1.3266, 0.1499, 0.3631, 0.3575, 0.3622, 0.4131, 0.2810, 1.0535, 0.9050, 0.4447, -0.8651, -0.3771, -0.8664, -0.3916, 0.9826, -0.5852, -0.9912, 0.3675, 0.3726, 0.2554, 0.0210, 0.4097

---

(3)
C6H6Cl2N2O3ScTl | ωB97M-V/def2-TZVPD

Cartesian coordinates (Å):
Sc (2.975, 1.686, 2.218)
Tl (-0.468, 1.540, -1.413)
Cl (2.183, 2.355, 4.281)
Cl (0.215, -0.602, -0.307)
C (-0.172, -1.414, -2.396)
C (1.959, 2.970, 0.779)
C (4.556, 2.359, 1.113)
O (-0.123, -2.508, -2.018)
O (1.713, 3.876, 0.100)
O (5.321, 2.898, 0.422)
C (-4.943, -2.683, -0.974)
N (-3.729, -2.326, -0.202)
C (-3.414, -2.979, 1.065)
C (-2.974, -1.286, -0.547)
N (-2.434, -0.304, -0.944)
H (-5.262, -3.679, -0.561)
H (-4.687, -2.730, -2.064)
H (-5.710, -1.894, -0.750)
H (-2.354, -3.280, 1.168)
H (-3.711, -2.341, 1.919)
H (-4.039, -3.883, 1.130)

As for the total charge: +4. The value obtained for the HOMO-LUMO gap (spin up / spin down) is 0.221 / 0.240 Eh. For the molar mass, the calculation gives 474.370 g mol⁻¹. Its max |F| is 11.37 eV/Å. The energy relative to the best compared isomer or geometry (same formula, charge and spin) is 155.6 kJ/mol. The calculation puts the calculated total energy at -2419.16391 a.u.

Listed below, in e, are the natural (NBO) charges computed for each atom: 1.7876, 0.9200, -0.1874, -0.1829, 0.6098, 0.3691, 0.3194, -0.3519, -0.1864, -0.1057, -0.4382, -0.0785, -0.4664, 0.4912, -0.2901, 0.2902, 0.2999, 0.3193, 0.2827, 0.3073, 0.2909

---

(4)
C27H25Cl3N5O4PSSeTi | ωB97M-V/def2-TZVPD

Cartesian coordinates (Å):
Ti (1.263, -0.701, 0.958)
N (-2.712, -0.024, -0.733)
P (-1.816, 1.375, -0.407)
C (-2.979, 2.418, 0.565)
C (-4.166, 2.963, 0.077)
C (-4.994, 3.708, 0.900)
C (-4.640, 3.924, 2.227)
C (-3.460, 3.393, 2.725)
C (-2.634, 2.641, 1.897)
C (-1.915, 2.239, -2.008)
C (-1.594, 3.595, -2.053)
C (-1.569, 4.277, -3.257)
C (-1.859, 3.613, -4.443)
C (-2.165, 2.262, -4.412)
C (-2.187, 1.579, -3.203)
C (-2.570, -1.263, -0.121)
C (-3.568, -2.219, -0.386)
C (-3.508, -3.437, 0.245)
C (-2.467, -3.683, 1.134)
C (-1.519, -2.699, 1.304)
N (-1.543, -1.507, 0.683)
H (-3.559, 0.040, -1.280)
H (-4.436, 2.817, -0.964)
H (-5.912, 4.129, 0.509)
H (-5.283, 4.511, 2.871)
H (-3.177, 3.562, 3.756)
H (-1.711, 2.222, 2.281)
H (-1.362, 4.127, -1.136)
H (-1.316, 5.330, -3.270)
H (-1.831, 4.146, -5.386)
H (-2.370, 1.727, -5.331)
H (-2.384, 0.514, -3.199)
H (-4.366, -1.979, -1.077)
H (-4.268, -4.184, 0.051)
H (-2.368, -4.620, 1.663)
H (-0.664, -2.867, 1.943)
Cl (5.896, -2.074, 6.664)
C (5.037, -1.574, 5.229)
C (3.664, -1.705, 5.170)
C (2.990, -1.300, 4.031)
Cl (1.264, -1.493, 4.031)
C (3.634, -0.739, 2.909)
O (3.048, -0.297, 1.843)
C (5.040, -0.655, 3.034)
Cl (5.936, -0.009, 1.695)
C (5.738, -1.051, 4.157)
H (3.118, -2.121, 6.004)
H (6.814, -0.953, 4.190)
C (1.509, -3.718, -3.000)
N (2.259, -2.490, -2.895)
C (3.634, -2.548, -2.406)
C (3.961, -1.080, -2.087)
N (2.679, -0.423, -2.300)
C (1.695, -1.300, -2.602)
S (0.060, -0.954, -2.553)
H (2.022, -4.392, -3.689)
H (0.516, -3.494, -3.382)
H (1.412, -4.186, -2.016)
H (4.298, -2.976, -3.160)
H (3.662, -3.158, -1.499)
H (4.720, -0.675, -2.761)
H (4.290, -0.959, -1.054)
H (2.431, 0.448, -1.859)
O (0.478, 1.033, 1.957)
N (1.138, 1.784, 1.170)
O (1.536, 2.882, 1.468)
O (1.438, 1.193, 0.080)
Se (1.695, -2.942, 0.509)

As for the total charge: -1. Its spin multiplicity is 2. The value obtained for the HOMO-LUMO gap (spin up / spin down) is 0.244 / 0.247 Eh. For the molar mass, the calculation gives 779.755 g mol⁻¹. Its max |F| is 1.48 eV/Å. The energy relative to the best compared isomer or geometry (same formula, charge and spin) is 202.9 kJ/mol. The calculation puts the calculated total energy at -6989.75942 a.u.

Listed below, in e, are the natural (NBO) charges computed for each atom: 1.2345, -0.9025, 1.0750, -0.2712, -0.2181, -0.2262, -0.2137, -0.2048, -0.2248, -0.3634, -0.1423, -0.2342, -0.2251, -0.1979, -0.2101, 0.4248, -0.3050, -0.1432, -0.3146, 0.0945, -0.4901, 0.3894, 0.2100, 0.2055, 0.2052, 0.2105, 0.2417, 0.2081, 0.2065, 0.2047, 0.2072, 0.2249, 0.2016, 0.2065, 0.2178, 0.2316, -0.0353, -0.0568, -0.2431, -0.1090, 0.0619, 0.3862, -0.8143, -0.0997, -0.0005, -0.2485, 0.2316, 0.2312, -0.4177, -0.4221, -0.2241, -0.2266, -0.6038, 0.3491, -0.2896, 0.1811, 0.2334, 0.2320, 0.1833, 0.2355, 0.1824, 0.2298, 0.4297, -0.5449, 0.7270, -0.3629, -0.5594, -0.9485

---

(5)
C8H24ClMnO8 | ωB97M-V/def2-TZVPD

Cartesian coordinates (Å):
Mn (0.942, -1.050, -3.346)
Cl (0.251, 0.979, -0.323)
C (-5.159, -2.054, 1.355)
C (-4.637, -0.883, 2.215)
O (-3.387, -1.202, 2.799)
O (-4.257, -2.433, 0.328)
H (-6.102, -1.785, 0.879)
H (-5.233, -2.944, 1.980)
H (-5.313, -0.687, 3.046)
H (-4.452, -0.009, 1.591)
H (-2.848, -1.184, 2.005)
H (-3.592, -2.995, 0.732)
C (-6.144, 4.466, -2.484)
C (-4.706, 3.925, -2.176)
O (-4.161, 4.268, -0.945)
O (-6.234, 5.840, -2.339)
H (-6.936, 3.963, -1.929)
H (-6.391, 4.238, -3.521)
H (-3.928, 4.172, -2.898)
H (-4.883, 2.850, -2.219)
H (-3.321, 3.852, -0.739)
H (-6.265, 5.949, -1.386)
C (5.563, 0.251, -2.493)
C (6.586, 0.655, -3.590)
O (7.456, -0.410, -3.809)
O (4.753, -0.880, -2.890)
H (4.974, 1.126, -2.218)
H (6.065, -0.122, -1.601)
H (7.154, 1.566, -3.401)
H (6.018, 0.864, -4.496)
H (7.949, -0.130, -4.584)
H (5.389, -1.596, -2.954)
C (3.071, -2.581, 3.432)
C (4.211, -3.356, 4.159)
O (3.991, -3.418, 5.546)
O (2.940, -1.272, 3.832)
H (2.099, -3.061, 3.546)
H (3.343, -2.715, 2.385)
H (5.206, -2.973, 3.932)
H (4.117, -4.379, 3.795)
H (3.292, -4.058, 5.699)
H (2.580, -0.787, 3.086)

As for the total charge: +1. Its spin multiplicity is 6. The value obtained for the HOMO-LUMO gap (spin up / spin down) is 0.080 / 0.098 Eh. For the molar mass, the calculation gives 338.663 g mol⁻¹. Its max |F| is 2.15 eV/Å. The energy relative to the best compared isomer or geometry (same formula, charge and spin) is 628.6 kJ/mol. The calculation puts the calculated total energy at -2531.74187 a.u.

Listed below, in e, are the natural (NBO) charges computed for each atom: 1.3940, -0.4003, -0.0921, -0.0974, -0.7045, -0.7347, 0.1858, 0.1714, 0.1930, 0.1609, 0.4517, 0.4645, -0.0805, -0.0781, -0.7368, -0.6964, 0.1644, 0.1815, 0.1562, 0.1416, 0.4774, 0.4697, -0.0925, -0.0930, -0.7166, -0.7704, 0.1888, 0.1862, 0.1835, 0.1543, 0.4792, 0.4901, -0.0799, -0.0725, -0.7043, -0.6993, 0.1470, 0.1381, 0.1858, 0.1543, 0.4645, 0.4654

---

(6)
C7H13NSSi | ωB97M-V/def2-TZVPD

Cartesian coordinates (Å):
C (2.399, -2.259, 2.585)
C (1.624, -1.401, 1.601)
N (1.889, -1.118, 0.419)
C (0.965, -0.382, -0.233)
C (0.977, -0.323, -1.684)
C (-0.197, 0.089, 0.606)
Si (-1.472, 1.326, 0.115)
C (-2.897, 0.236, -0.790)
C (-0.790, 2.594, -1.117)
S (0.081, -0.740, 2.101)
H (2.341, -3.368, 2.283)
H (3.466, -2.022, 2.405)
H (1.902, -2.049, 3.576)
H (1.432, 0.594, -2.130)
H (1.567, -1.168, -2.125)
H (-0.048, -0.488, -1.999)
H (-2.155, 2.092, 1.307)
H (-2.667, -0.772, -0.327)
H (-3.901, 0.645, -0.475)
H (-2.759, 0.071, -1.908)
H (-1.412, 3.383, -1.442)
H (0.150, 3.092, -0.739)
H (-0.496, 1.967, -2.030)

The SMILES is Cc1nc(C)c([SiH](C)C)s1. The value obtained for the HOMO-LUMO gap is 0.330 Eh. For the molar mass, the calculation gives 171.341 g mol⁻¹. Its max |F| is 4.91 eV/Å. The energy relative to the best compared isomer or geometry (same formula, charge and spin) is 6.0 kJ/mol. The calculation puts the calculated total energy at -1016.93369 a.u.

Listed below, in e, are the natural (NBO) charges computed for each atom: -0.6614, 0.0985, -0.4700, 0.2030, -0.6665, -0.7795, 1.3628, -1.0738, -1.1003, 0.4098, 0.2352, 0.2455, 0.2333, 0.2310, 0.2410, 0.2236, -0.1618, 0.2325, 0.2393, 0.2356, 0.2445, 0.2418, 0.2360

---

(7)
C4H6N2 | ωB97M-V/def2-TZVPD

Cartesian coordinates (Å):
C (-1.713, -0.073, 0.061)
N (-0.296, -0.218, -0.056)
C (0.695, 1.109, 0.012)
C (1.856, 0.543, 0.081)
N (1.833, -0.841, -0.066)
C (0.597, -1.184, -0.148)
H (-2.016, 0.411, -0.829)
H (-2.142, -1.126, 0.070)
H (-2.122, 0.471, 0.914)
H (0.083, 2.066, -0.026)
H (2.743, 1.143, 0.296)
H (0.481, -2.301, -0.308)

The SMILES is Cn1ccnc1. The value obtained for the HOMO-LUMO gap is 0.365 Eh. For the molar mass, the calculation gives 82.106 g mol⁻¹. Its max |F| is 7.20 eV/Å. The energy relative to the best compared isomer or geometry (same formula, charge and spin) is 190.1 kJ/mol. The calculation puts the calculated total energy at -265.46318 a.u.

Listed below, in e, are the natural (NBO) charges computed for each atom: -0.3992, -0.3948, -0.1155, -0.0897, -0.5046, 0.2269, 0.2017, 0.2112, 0.2092, 0.2327, 0.2153, 0.2069

---

energy relative to the best compared isomer or geometry (same formula, charge and spin) of number 2 (C24H28CeN3O4)? 118.5 kJ/mol

---

Among the records above, which one has the lowest calculated total energy? C27H25Cl3N5O4PSSeTi